Entry 1:
C11H20N3 | ωB97M-V with the def2-TZVPD basis set

Highest occupied orbital energy in Ha: -0.4552
Maximum force in eV/A: 5.81
Net charge: +1
LUMO energy in eV: -2.261
HOMO-LUMO gap in Eh: 0.372

Geometry (Å):
N1 -0.412 2.064 0.973
N2 -1.760 1.477 -0.638
N3 1.430 -0.341 0.996
C1 0.338 -0.673 0.169
C2 -0.716 1.094 0.129
C3 1.336 -0.875 2.341
C4 1.646 0.275 -1.755
C5 0.664 -0.875 -1.291
C6 1.455 -2.198 -1.523
C7 -1.346 3.084 0.877
C8 -2.134 2.664 -0.138
C9 -0.546 -1.587 1.007
C10 -0.167 -1.095 2.473
C11 -2.253 0.831 -1.741
H1 -0.246 -0.723 -1.860
H2 1.617 0.334 -2.751
H3 2.716 0.132 -1.426
H4 1.804 -0.263 3.103
H5 1.425 -2.314 -2.553
H6 -1.387 0.256 -2.258
H7 -0.315 -1.934 3.071
H8 -1.611 -1.761 0.748
H9 2.433 -1.965 -1.058
H10 -0.821 -0.203 2.706
H11 1.855 -1.813 2.160
H12 -0.024 -2.568 0.942
H13 1.350 1.326 -1.317
H14 1.134 -3.087 -1.072
H15 2.281 0.039 0.749
H16 -3.081 3.065 -0.443
H17 -3.104 0.217 -1.308
H18 -2.457 1.616 -2.487
H19 0.260 1.950 1.629
H20 -1.365 3.853 1.546

Atoms 1-3, force components in eV/Å:
-2.9 0.0 -2.1
3.9 1.2 4.2
-3.0 -0.1 -0.1


Entry 2:
C3H4N2O3 | ωB97M-V with the def2-TZVPD basis set

Highest occupied orbital energy in Ha: -0.3210
Maximum force in eV/A: 12.44
LUMO energy in eV: -2.701
HOMO-LUMO gap in Eh: 0.222

Geometry (Å):
O1 0.945 1.344 1.667
O2 1.108 -1.234 0.802
O3 -0.755 -1.785 -1.516
N1 0.336 -0.209 0.125
N2 -0.781 1.519 -0.036
C1 -1.259 0.522 -0.979
C2 0.258 0.969 0.517
C3 -0.409 -0.545 -0.941
H1 0.665 -1.014 2.568
H2 0.250 -2.151 -1.744
H3 2.207 1.026 1.153
H4 -1.927 0.694 -1.805

Atoms 1-3, force components in eV/Å:
4.8 -1.4 -3.8
-1.9 2.7 2.1
6.1 0.1 0.3


Entry 3:
C26H70N5O8S8 | ωB97M-V with the def2-TZVPD basis set

Highest occupied orbital energy in Ha: -0.3694
Maximum force in eV/A: 6.50
Net charge: +1
LUMO energy in eV: -3.106
HOMO-LUMO gap in Eh: 0.255

Geometry (Å):
S1 4.413 -10.322 2.774
S2 1.733 -5.593 2.352
S3 -3.266 -6.668 1.194
S4 -4.060 -2.954 -2.972
S5 3.434 9.329 -2.978
S6 3.209 -0.604 -4.228
S7 0.971 4.425 -4.860
S8 -4.974 7.977 3.420
O1 1.871 3.424 -5.523
O2 -4.394 7.774 2.051
O3 0.999 -5.735 1.051
O4 2.382 -1.544 -3.402
O5 2.726 8.047 -3.305
O6 -4.512 -4.198 -2.266
O7 4.922 -10.351 4.185
O8 -3.050 -7.865 2.073
N1 -1.754 1.913 0.262
N2 -1.009 -0.259 -0.478
N3 -0.672 0.406 2.055
N4 -1.542 0.286 -1.640
N5 -0.130 -3.947 -1.223
C1 3.242 0.988 -3.369
C2 -0.897 6.678 2.389
C3 -1.083 0.634 0.761
C4 4.423 9.040 -1.491
C5 1.200 4.261 -3.073
C6 -2.015 1.657 -1.209
C7 -5.266 -1.655 -2.610
C8 0.749 4.481 2.724
C9 -0.078 -2.468 -1.629
C10 2.834 -11.203 2.748
C11 -0.693 5.032 2.177
C12 0.506 -5.232 3.632
C13 -0.353 -1.607 -0.234
C14 4.836 9.479 -4.111
C15 0.641 1.907 3.737
C16 -0.851 1.413 3.189
C17 5.338 -11.562 1.837
C18 -4.670 6.466 4.368
C19 2.131 -7.258 2.936
C20 -1.990 -6.698 -0.088
C21 1.763 6.045 -5.004
C22 4.948 -1.012 -3.937
C23 -6.765 7.761 3.288
C24 -4.650 -7.046 0.092
C25 -4.493 -3.132 -4.720
C26 0.675 3.521 4.051
H1 -1.517 0.946 4.049
H2 -1.576 -0.141 -2.592
H3 1.396 3.998 1.844
H4 0.650 5.053 -2.560
H5 -0.729 4.792 1.009
H6 5.154 -1.031 -2.864
H7 1.682 3.711 4.662
H8 -2.540 2.516 -1.832
H9 2.561 -7.201 3.938
H10 0.731 -1.382 0.212
H11 -0.850 6.940 3.529
H12 5.300 -12.525 2.350
H13 0.987 -5.239 4.612
H14 -7.170 8.583 2.694
H15 1.495 1.541 3.014
H16 -0.296 -5.973 3.602
H17 -0.193 3.843 4.792
H18 -0.954 -2.254 -2.377
H19 -5.036 -0.767 -3.202
H20 -5.548 -3.395 -4.819
H21 -2.185 -5.909 -0.817
H22 -4.477 -7.999 -0.413
H23 5.438 8.568 -4.086
H24 0.785 1.347 4.778
H25 0.226 -3.984 -0.232
H26 2.262 4.318 -2.824
H27 4.450 9.629 -5.122
H28 3.744 8.879 -0.650
H29 -1.398 2.385 2.834
H30 0.089 -4.240 3.442
H31 -3.880 -3.929 -5.148
H32 2.490 -11.306 1.716
H33 -0.188 7.309 1.705
H34 -2.023 6.891 2.056
H35 2.236 1.415 -3.392
H36 1.372 5.445 3.051
H37 4.915 -11.653 0.834
H38 -5.561 -7.115 0.691
H39 -4.761 -6.246 -0.643
H40 -7.211 7.784 4.285
H41 3.931 1.664 -3.879
H42 -1.978 -7.672 -0.582
H43 3.551 0.848 -2.331
H44 -3.595 6.373 4.537
H45 -5.201 -1.407 -1.548
H46 5.584 -0.272 -4.429
H47 6.378 -11.235 1.761
H48 0.807 3.290 -2.761
H49 -1.637 4.547 2.714
H50 0.986 -2.175 -2.075
H51 2.863 -7.698 2.254
H52 -6.993 6.813 2.797
H53 5.148 -1.998 -4.361
H54 5.049 8.155 -1.624
H55 5.045 9.914 -1.289
H56 1.231 -7.876 2.948
H57 2.103 -10.622 3.315
H58 -0.903 -2.262 0.584
H59 2.791 5.994 -4.639
H60 -0.212 -0.510 2.330
H61 2.947 -12.188 3.206
H62 -6.275 -2.007 -2.837
H63 1.768 6.336 -6.058
H64 5.445 10.340 -3.827
H65 -5.025 5.596 3.811
H66 -5.182 6.530 5.331
H67 -4.286 -2.197 -5.245
H68 -1.021 -6.521 0.384
H69 1.196 6.781 -4.430
H70 -1.160 -4.179 -1.177

Atoms 1-3, force components in eV/Å:
0.2 -0.2 0.5
-0.1 -0.3 0.1
0.0 -0.5 -0.1


Entry 4:
C6H17N3 | ωB97M-V with the def2-TZVPD basis set

Highest occupied orbital energy in Ha: -0.2368
Maximum force in eV/A: 3.77
LUMO energy in eV: 0.681
HOMO-LUMO gap in Eh: 0.262

Geometry (Å):
N1 -2.186 -1.218 -1.225
N2 -2.176 1.202 -1.179
N3 -1.410 1.144 1.491
C1 1.126 0.628 -1.098
C2 1.556 0.298 0.234
C3 -1.647 -0.024 -0.617
C4 -1.556 -0.023 0.806
C5 3.053 0.139 0.438
C6 0.907 -1.383 0.820
H1 0.906 -1.443 1.908
H2 1.662 0.162 -1.916
H3 3.287 -0.258 1.427
H4 1.753 -1.941 0.426
H5 -3.120 1.418 -0.863
H6 0.036 -1.842 0.364
H7 -0.330 0.186 -1.029
H8 -2.543 -1.893 -0.563
H9 -1.603 -0.930 1.383
H10 1.110 0.940 0.995
H11 -1.548 1.993 0.958
H12 -2.183 1.159 -2.193
H13 3.543 1.111 0.342
H14 -1.431 1.131 2.499
H15 0.815 1.649 -1.278
H16 3.482 -0.539 -0.305
H17 -1.504 -1.667 -1.823

Atoms 1-3, force components in eV/Å:
0.4 -0.2 -0.1
0.4 0.6 0.1
-0.3 -0.4 -0.2


Entry 5:
C2H6NS | ωB97M-V with the def2-TZVPD basis set

Highest occupied orbital energy in Ha: -0.0826
Maximum force in eV/A: 0.80
Net charge: -1
LUMO energy in eV: 4.300
HOMO-LUMO gap in Eh: 0.241

Geometry (Å):
S1 -0.511 0.608 0.962
N1 1.032 -0.389 -3.042
C1 -0.690 -0.242 2.547
C2 0.416 0.215 -2.109
H1 -1.640 -0.785 2.550
H2 1.682 0.217 -3.538
H3 -0.178 -0.355 -1.401
H4 0.092 -1.009 2.643
H5 -0.590 0.439 3.393
H6 0.386 1.300 -2.006

Atoms 1-3, force components in eV/Å:
0.0 0.3 -0.3
0.5 -0.4 0.5
0.3 -0.6 -0.3


Entry 6:
C13H26FI2NOPS | ωB97M-V with the def2-TZVPD basis set

Highest occupied orbital energy (spin up / spin down) in Ha: -0.3115 / -0.3115
Maximum force in eV/A: 3.88
<S²>: 0.7544
Spin multiplicity: 2
LUMO energy (spin up / spin down) in eV: -0.249 / -0.276
HOMO-LUMO gap (spin up / spin down) in Eh: 0.302 / 0.301

Geometry (Å):
I1 1.412 6.913 -0.301
I2 4.851 6.349 -0.946
S1 0.565 3.404 0.477
P1 0.664 3.845 -1.668
F1 0.788 4.168 -3.361
O1 -0.375 -0.336 0.517
N1 -0.376 -1.648 0.250
C1 0.348 -2.342 1.354
C2 3.835 3.468 -2.208
C3 0.821 -3.732 0.851
C4 1.655 -1.619 1.753
C5 -1.118 4.415 -1.600
C6 -1.840 -3.432 -0.696
C7 -2.605 -2.130 1.313
C8 -1.790 -2.058 0.010
C9 3.404 4.827 -1.524
C10 -1.927 -2.979 2.381
C11 -0.501 -2.498 2.632
C12 2.058 5.063 -1.265
C13 -2.506 -1.114 -0.980
H1 -2.763 -1.122 1.711
H2 3.744 3.589 -3.322
H3 -2.499 -2.918 3.311
H4 -1.531 -4.268 -0.069
H5 0.944 -3.746 -0.233
H6 1.013 2.473 -1.923
H7 0.617 2.037 0.671
H8 -1.929 -4.035 2.094
H9 -1.221 -3.431 -1.597
H10 -0.558 -1.536 3.154
H11 -1.437 4.952 -2.538
H12 -1.941 -1.018 -1.911
H13 -3.496 -1.501 -1.231
H14 -1.274 5.044 -0.683
H15 3.119 2.650 -1.895
H16 -0.008 -3.188 3.324
H17 -2.861 -3.666 -1.005
H18 1.791 -4.006 1.270
H19 4.861 3.122 -1.888
H20 -3.601 -2.534 1.109
H21 -2.661 -0.116 -0.566
H22 1.469 -0.653 2.230
H23 0.137 -4.535 1.133
H24 2.300 -1.456 0.887
H25 2.214 -2.212 2.480
H26 -1.795 3.510 -1.504

Atoms 1-3, force components in eV/Å:
0.0 -1.3 -0.7
-0.5 -1.4 -0.6
0.1 -0.9 1.4


Entry 7:
C25H30BINO12PS | ωB97M-V with the def2-TZVPD basis set

Highest occupied orbital energy in Ha: 0.0018
Maximum force in eV/A: 7.03
Net charge: -2
LUMO energy in eV: 2.957
HOMO-LUMO gap in Eh: 0.107

Geometry (Å):
I1 -0.615 1.005 1.464
S1 -1.423 -3.436 4.195
P1 1.492 -3.937 -1.341
O1 3.695 1.870 -0.536
O2 0.545 -4.561 -2.334
O3 0.048 7.063 6.635
O4 3.298 4.914 4.033
O5 1.119 -4.690 0.115
O6 1.953 3.075 0.647
O7 1.511 4.590 1.882
O8 3.115 -2.455 0.559
O9 3.074 -4.430 -1.599
O10 -1.820 6.436 4.614
O11 0.869 -1.711 -4.438
O12 1.986 -0.506 0.557
N1 2.041 -1.441 -2.428
C1 -2.532 1.035 -1.567
C2 -0.345 -2.505 1.762
C3 -3.344 -1.320 -1.748
C4 2.301 -1.761 0.030
C5 3.490 -1.188 -2.287
C6 0.057 -1.374 -0.650
C7 -6.558 0.955 -1.284
C8 -0.853 -2.288 0.275
C9 -2.190 -0.372 -1.733
C10 -0.777 -0.987 -1.942
C11 2.126 5.316 4.093
C12 2.726 -3.140 -4.417
C13 -5.050 0.550 -1.410
C14 1.691 6.009 5.294
C15 -0.157 5.562 3.258
C16 0.424 6.464 5.596
C17 1.110 5.123 2.956
C18 -4.727 -0.890 -1.587
C19 1.113 1.144 -0.894
C20 1.790 -2.048 -3.726
C21 -3.931 1.492 -1.402
C22 0.681 -0.070 0.037
C23 1.381 -2.063 -1.274
C24 -0.618 6.174 4.499
C25 -1.531 -2.174 2.803
B1 2.303 2.041 -0.235
H1 -7.148 0.130 -1.782
H2 2.894 -2.802 -5.475
H3 3.873 -0.948 -3.327
H4 2.489 6.163 6.015
H5 -1.733 1.808 -1.584
H6 -0.926 -1.947 -2.524
H7 1.320 0.885 -1.964
H8 -1.901 -1.894 0.377
H9 -3.159 -2.420 -1.874
H10 0.219 -5.059 0.062
H11 3.668 -3.338 -3.852
H12 4.103 -2.082 -1.965
H13 -6.914 1.019 -0.223
H14 -2.547 -2.327 2.363
H15 -5.570 -1.632 -1.623
H16 -0.236 -0.308 -2.659
H17 0.232 1.854 -0.917
H18 3.740 -0.259 -1.689
H19 -0.973 -3.294 -0.233
H20 2.137 -4.098 -4.460
H21 4.162 1.669 0.294
H22 -4.151 2.584 -1.267
H23 -0.943 5.455 2.515
H24 -1.400 -1.188 3.304
H25 0.509 -1.854 2.080
H26 -0.058 -3.561 2.009
H27 2.720 3.192 1.242
H28 -6.807 1.890 -1.859
H29 -0.075 -3.705 4.231
H30 3.012 -5.405 -1.687

Atoms 1-3, force components in eV/Å:
0.6 -0.8 0.1
0.2 0.0 -0.2
-1.4 -3.4 -0.1


Entry 8:
C17H30BN8Pd | ωB97M-V with the def2-TZVPD basis set

Highest occupied orbital energy (spin up / spin down) in Ha: -0.6493 / -0.6523
Maximum force in eV/A: 1.06
Net charge: +3
<S²>: 6.0259
Spin multiplicity: 5
LUMO energy (spin up / spin down) in eV: -8.296 / -12.568
HOMO-LUMO gap (spin up / spin down) in Eh: 0.344 / 0.190

Geometry (Å):
Pd1 -0.528 1.085 -0.332
N1 -0.714 1.276 -2.559
N2 -1.860 2.832 -0.476
N3 -0.529 -1.579 -0.242
N4 1.905 -0.501 -0.126
N5 1.781 0.920 -0.331
N6 -1.636 -0.730 -0.189
N7 0.364 -0.620 1.936
N8 -0.258 0.679 1.879
C1 -2.635 -1.348 -0.815
C2 -2.211 -2.607 -1.252
C3 -1.128 2.373 3.430
C4 3.788 0.294 -1.010
C5 -3.975 -0.708 -0.957
C6 3.113 2.823 -1.139
C7 2.903 1.376 -0.841
C8 0.485 -1.028 3.162
C9 3.598 -2.285 -0.482
C10 -1.312 2.606 -2.853
C11 1.044 -2.320 3.620
C12 3.080 -0.906 -0.512
C13 -0.060 0.047 4.002
C14 -2.413 2.886 -1.858
C15 -0.493 1.075 3.088
C16 0.027 -3.880 -1.116
C17 -0.895 -2.729 -0.887
B1 0.741 -1.359 0.601
H1 -1.312 3.668 -0.287
H2 -4.270 -0.642 -2.004
H3 -0.487 2.941 4.106
H4 4.790 0.308 -1.418
H5 2.243 3.248 -1.637
H6 3.980 2.962 -1.781
H7 -1.343 0.541 -2.876
H8 -3.986 0.286 -0.513
H9 -2.874 3.854 -2.054
H10 -2.616 2.826 0.200
H11 0.524 -4.203 -0.201
H12 4.648 -2.317 -0.760
H13 -0.523 3.356 -2.775
H14 -3.191 2.126 -1.928
H15 -2.805 -3.348 -1.763
H16 1.002 -2.400 4.703
H17 -1.307 2.964 2.536
H18 0.140 1.154 -3.094
H19 -0.122 0.044 5.083
H20 1.243 -2.400 0.879
H21 0.788 -3.631 -1.859
H22 2.084 -2.421 3.301
H23 3.465 -2.735 0.503
H24 -1.706 2.651 -3.867
H25 -0.537 -4.725 -1.503
H26 0.483 -3.148 3.182
H27 3.034 -2.903 -1.187
H28 -2.076 2.204 3.944
H29 -4.732 -1.309 -0.452
H30 3.285 3.376 -0.215

Atoms 1-3, force components in eV/Å:
-0.6 0.9 -0.2
-0.1 0.1 0.0
-0.2 -0.2 0.0


Entry 9:
C39H48Cl2N5O2STeZr | ωB97M-V with the def2-TZVPD basis set

Highest occupied orbital energy (spin up / spin down) in Ha: -0.4875 / -0.4960
Maximum force in eV/A: 0.43
Net charge: +2
<S²>: 0.7604
Spin multiplicity: 2
LUMO energy (spin up / spin down) in eV: -5.178 / -7.807
HOMO-LUMO gap (spin up / spin down) in Eh: 0.297 / 0.209

Geometry (Å):
Te1 0.632 -2.293 0.111
Zr1 -1.260 1.308 -0.429
Cl1 -3.905 0.988 0.397
Cl2 -1.290 -0.645 4.870
S1 -1.117 0.661 2.007
O1 -2.038 -0.011 -1.745
O2 0.605 2.350 0.391
N1 -3.500 4.673 -2.483
N2 0.139 0.602 -1.721
N3 -2.094 5.759 -0.844
N4 -1.152 5.000 -2.938
N5 -1.840 3.359 -1.252
C1 4.029 -0.327 1.963
C2 -1.718 -1.989 -5.414
C3 4.475 -0.436 -0.386
C4 -0.765 -5.164 2.963
C5 -0.678 -4.118 2.060
C6 6.178 0.659 1.111
C7 0.343 -5.939 3.293
C8 2.578 3.766 0.103
C9 -1.113 6.034 -1.899
C10 0.575 -3.841 1.485
C11 2.819 -0.989 1.805
C12 -1.786 4.494 -0.239
C13 -5.129 -0.553 3.847
C14 -0.732 -0.654 -3.677
C15 0.536 -1.159 -5.656
C16 1.564 -5.654 2.681
C17 4.874 -0.050 0.889
C18 2.005 2.382 -0.059
C19 3.063 -4.402 1.141
C20 -3.224 3.397 -1.886
C21 -0.812 -0.005 -2.367
C22 -1.817 -1.374 -4.178
C23 -3.430 5.709 -1.447
C24 -0.853 3.721 -2.358
C25 -5.108 -0.016 2.570
C26 2.895 -1.512 -2.002
C27 -3.946 -0.733 4.543
C28 1.998 -1.311 3.023
C29 0.445 -0.545 -4.420
C30 -2.737 -0.373 3.969
C31 -2.501 4.960 -3.514
C32 -1.909 -3.316 1.724
C33 0.235 -7.073 4.266
C34 2.450 -1.353 0.499
C35 1.715 -4.618 1.776
C36 -3.888 0.337 2.031
C37 -2.671 0.187 2.686
C38 -0.544 -1.882 -6.149
C39 3.267 -1.080 -0.610
H1 3.618 3.764 -0.224
H2 -2.768 -3.680 2.285
H3 -3.957 3.199 -1.104
H4 5.128 -0.238 -1.229
H5 -4.171 5.501 -0.674
H6 -0.471 -2.363 -7.116
H7 -0.776 4.521 0.170
H8 -2.159 -3.398 0.662
H9 6.009 1.715 1.333
H10 0.578 2.600 1.326
H11 3.601 -3.576 1.608
H12 -6.070 -0.833 4.297
H13 -0.905 2.943 -3.123
H14 2.423 -6.274 2.908
H15 -2.542 4.191 -4.286
H16 1.882 -1.195 -2.261
H17 2.562 4.094 1.144
H18 -3.949 -1.154 5.538
H19 1.267 0.037 -4.024
H20 -2.555 -2.550 -5.808
H21 -1.778 -2.259 1.964
H22 -6.018 0.127 2.005
H23 -2.723 -1.449 -3.592
H24 0.935 -1.128 2.865
H25 2.116 -2.357 3.314
H26 -0.114 6.073 -1.462
H27 2.967 -2.597 -2.110
H28 3.671 -5.297 1.250
H29 4.334 -0.036 2.962
H30 0.921 -6.927 5.102
H31 -3.655 6.677 -1.894
H32 2.042 4.498 -0.503
H33 2.320 -0.695 3.862
H34 -1.334 6.999 -2.352
H35 0.146 3.725 -1.919
H36 -1.722 -5.386 3.420
H37 -2.723 5.925 -3.967
H38 -2.500 4.263 0.556
H39 6.712 0.234 1.961
H40 1.968 2.043 -1.090
H41 0.509 -8.014 3.786
H42 -3.268 2.605 -2.638
H43 6.820 0.597 0.234
H44 -0.774 -7.170 4.661
H45 1.442 -1.075 -6.241
H46 3.567 -1.067 -2.735
H47 2.542 1.640 0.532
H48 2.987 -4.186 0.074

Atoms 1-3, force components in eV/Å:
-0.1 0.0 0.0
0.3 0.1 0.2
0.0 0.0 0.0


Number 1: electronic energy -16192.9797 eV. Number 2: electronic energy -12288.2327 eV. Number 3: electronic energy -138589.9804 eV. Number 4: electronic energy -10963.9041 eV. Number 5: electronic energy -14496.3355 eV. Number 6: electronic energy -56480.2199 eV. Number 7: electronic energy -81372.9118 eV. Number 8: electronic energy -34165.6469 eV. Number 9: electronic energy -97210.7697 eV.